Record 1
C33H35I3N2O6S | the ωB97M-V functional and the def2-TZVPD basis

Values from the calculation:
- DFT total energy: -3130.00329 Ha
- Total charge: 0
- Largest force on an atom: 0.1662 Eh/bohr
- ΔE to the lowest compared entry with this formula, charge and spin: 195.3 kcal/mol

Element x y z (Å)
C 4.222260 -3.411449 0.092599
C 4.370906 -1.941982 -0.684344
C 3.961835 -0.756318 0.371449
C 4.664674 0.698663 0.087264
C 4.140493 1.470037 -1.260959
C 3.228377 2.822938 -0.952975
C 1.904932 2.324173 -0.122261
C 0.477086 2.918248 -0.667371
C -0.546460 1.940435 -1.555515
C -0.141901 0.368711 -1.955020
I -0.416371 -1.312440 -0.581536
C 0.423287 0.213035 -3.355382
C 0.558830 1.541378 -4.362164
I 1.089221 -1.727138 -4.155627
C -2.027882 2.455921 -2.101483
C -3.040434 1.427145 -2.946288
C -3.840163 0.564404 -1.770968
C -5.460707 0.360623 -2.130571
O -6.123753 0.107017 -0.842034
C -7.413316 -0.583098 -0.999699
C -8.671722 -0.223193 0.041654
O -7.686797 -1.545883 -1.902479
C -2.542740 3.988838 -1.828361
I -4.469776 4.775704 -2.573012
C -1.540738 4.964730 -0.946534
N -1.741063 6.396057 -0.493668
S -0.334278 6.824354 0.449247
N 0.729248 5.427596 0.439950
C -0.087385 4.451480 -0.378647
H 3.189509 -3.492804 0.682913
H 5.081947 -3.553851 0.876797
H 4.265017 -4.322298 -0.640815
H 3.536417 -1.957471 -1.527539
H 5.452076 -1.828285 -1.132485
H 4.327868 -1.111814 1.449506
H 2.784463 -0.730795 0.433315
H 5.825370 0.484435 -0.073338
H 4.570401 1.416554 1.021837
H 5.111593 1.867668 -1.819523
H 3.491573 0.777649 -1.955138
H 2.999881 3.464277 -1.904634
H 3.852549 3.519592 -0.211928
H 1.872091 1.151699 -0.187663
H 2.086252 2.578350 1.029695
H 1.006288 2.477898 -3.821642
H 1.229049 1.281312 -5.288728
H -0.513249 1.828953 -4.768541
H -3.754382 1.993541 -3.680652
H -2.417031 0.614299 -3.558538
H -3.841540 1.261117 -0.802048
H -3.319837 -0.465276 -1.533199
H -5.861703 1.350832 -2.638219
H -5.498074 -0.525989 -2.893387
H -8.313855 0.289820 1.030759
H -9.556593 0.341327 -0.503929
H -9.133502 -1.273662 0.370684
O 6.344450 -0.777582 7.422632
C 5.975530 -0.194878 6.412252
C 6.525183 -0.536988 5.085582
C 6.123086 0.101710 3.982537
C 5.111283 1.175221 4.042796
O 4.742364 1.757925 3.032417
C 4.561630 1.517331 5.369467
C 4.963727 0.878633 6.472512
H 7.265959 -1.327115 5.057857
H 6.516622 -0.136378 3.001878
H 3.820855 2.307458 5.397192
H 4.570191 1.116721 7.453171
O -6.649005 -5.278435 0.161841
C -5.456224 -5.067449 0.332927
C -4.681677 -4.235331 -0.608809
C -3.378043 -4.007182 -0.422223
C -2.656962 -4.575737 0.733887
O -1.464181 -4.364752 0.904972
C -3.431510 -5.407856 1.675622
C -4.735143 -5.636005 1.489036
H -5.225054 -3.824828 -1.451452
H -2.795056 -3.399822 -1.103758
H -2.888133 -5.818358 2.518265
H -5.318131 -6.243364 2.170571

Atomic forces in eV per Å
-0.1 0.1 0.2
-1.2 -0.8 0.5
0.5 -0.3 0.7
0.2 -0.1 -0.2
0.2 1.1 -0.3
0.8 -0.3 1.1
-0.5 0.1 0.2
-3.5 -0.8 -1.8
0.3 2.3 1.4
1.7 1.9 -4.6
0.3 1.4 -1.1
-1.6 1.9 3.8
-0.2 -0.6 -0.1
-0.6 1.7 0.7
0.3 3.3 0.6
1.0 -0.9 1.1
-1.2 1.2 0.5
2.5 0.1 -1.1
-3.4 -1.5 -1.9
-1.9 -3.9 -3.1
0.4 -1.1 0.4
2.5 6.3 5.2
4.0 -2.7 1.1
1.9 -0.8 0.8
1.4 1.1 1.3
3.1 -4.9 -0.1
-0.7 -3.3 -1.9
-6.0 -1.2 -3.5
0.7 -0.5 0.2
2.2 0.4 -1.3
-1.6 0.3 -1.5
0.0 1.8 1.2
2.0 0.1 1.4
-2.2 -0.1 0.9
-0.7 0.8 -2.2
2.3 0.2 -0.2
-2.4 0.4 0.4
0.1 -1.7 -2.1
-2.2 -1.0 0.9
1.4 1.2 1.2
0.3 -1.5 1.7
-1.3 -1.4 -1.7
-0.2 2.3 0.0
-0.8 -0.4 -2.6
-0.9 -2.0 -0.8
-1.3 0.4 1.9
2.1 -0.6 0.9
1.4 -0.9 1.7
-1.1 2.1 1.3
0.1 -1.7 -2.0
-1.1 2.2 -0.5
0.6 -2.0 1.2
-0.5 1.6 1.7
-0.6 -0.7 -2.2
2.3 -1.0 1.0
1.2 2.2 -0.9
-0.3 0.4 -0.7
0.3 -0.5 0.8
0.0 0.1 -0.5
0.3 -0.3 0.2
-0.3 0.4 -0.6
0.2 -0.2 0.9
0.0 -0.1 0.5
-0.3 0.3 -0.2
0.0 0.0 0.0
0.0 0.0 0.0
0.0 0.0 0.0
0.0 0.0 0.0
0.9 0.1 0.2
-1.0 -0.1 -0.2
0.4 0.2 -0.2
-0.4 0.0 -0.2
0.7 0.2 0.0
-0.6 0.0 -0.1
-0.4 -0.2 0.1
0.4 -0.1 0.3
-0.1 0.0 0.0
0.0 0.0 0.0
0.0 0.0 0.0
0.0 0.0 0.0

Mulliken population analysis, charges in e, atoms 1 to 6: number 1, C, carries -0.96; number 2, C, carries -0.13; number 3, C, carries 0.00; number 4, C, carries -0.17; number 5, C, carries -0.42; number 6, C, carries -0.57

Record 2
C2H8NOS | the ωB97M-V functional and the def2-TZVPD basis

Values from the calculation:
- DFT total energy: -609.20441 Ha
- Total charge: -1
- Largest force on an atom: 0.0314 Eh/bohr
- ΔE to the lowest compared entry with this formula, charge and spin: 12.3 kcal/mol

Element x y z (Å)
C 1.575100 -1.362089 0.562021
S 0.060162 -1.752525 -0.458391
H 1.497462 -0.346996 0.935648
H 1.707303 -2.166315 1.283885
H 2.410657 -1.365823 -0.128636
N 0.347696 2.192224 -0.377211
C -0.718435 1.746335 0.519249
O -1.617610 0.873828 -0.104567
H 0.247394 1.670455 -1.243318
H 1.243016 1.818346 -0.063503
H -0.324580 1.290280 1.440420
H -1.309631 2.604597 0.837272
H -1.079137 0.049881 -0.281998

Atomic forces in eV per Å
-0.8 -0.4 -1.4
0.3 0.1 0.2
0.0 -0.1 0.7
0.1 0.5 0.4
0.4 -0.1 0.0
0.9 -0.3 -0.1
-0.7 -0.1 0.2
0.4 0.1 0.0
-0.5 0.1 -0.1
-0.2 0.2 0.3
0.3 0.0 -0.2
-0.1 0.2 0.0
-0.3 -0.3 0.0

Mulliken population analysis, charges in e, atoms 1 to 6: number 1, C, carries -0.64; number 2, S, carries -0.69; number 3, H, carries 0.11; number 4, H, carries 0.22; number 5, H, carries 0.17; number 6, N, carries -0.68

Record 3
C10H18N3 | the ωB97M-V functional and the def2-TZVPD basis

Values from the calculation:
- DFT total energy: -555.64220 Ha
- Total charge: +1
- Largest force on an atom: 0.1043 Eh/bohr
- ΔE to the lowest compared entry with this formula, charge and spin: 178.3 kcal/mol

Element x y z (Å)
C -0.671338 2.723099 0.461371
N 0.062386 1.441039 0.710047
C -0.421603 0.732835 1.889841
C -1.063557 -0.590529 1.453724
C -1.043037 -0.729656 0.144554
C -1.639847 -1.588807 -0.921454
C -1.354365 -3.091170 -0.829517
C -2.793829 -2.553279 -0.691680
N -0.143228 0.627650 -0.516510
C 1.110389 0.202153 -1.018981
C 2.224897 -0.385123 -0.154804
N 2.534131 1.052674 0.139638
C 2.109363 1.398471 -1.239870
H -0.077389 3.587383 0.219450
H -1.413290 2.504988 -0.398402
H -1.183348 2.940798 1.424453
H -1.169499 1.107402 2.458486
H 0.373944 0.326546 2.598284
H -1.607848 -1.320302 1.957692
H -1.451810 -1.075749 -1.823995
H -0.614913 -3.346551 0.022863
H -0.915355 -3.642110 -1.634853
H -3.473634 -2.802127 -1.466463
H -3.192120 -2.653474 0.281463
H 0.804293 -0.230191 -1.934412
H 1.975962 -0.787554 0.773574
H 3.083485 -0.810507 -0.551425
H 1.681337 1.429455 0.628866
H 3.426030 1.156344 0.604795
H 2.779730 1.172341 -2.146061
H 1.593876 2.278750 -1.479905

Atomic forces in eV per Å
-2.0 -1.1 0.2
-0.7 0.7 -0.8
2.4 -4.8 0.1
0.8 1.4 -3.1
1.1 2.4 -1.8
0.9 -0.4 1.3
1.5 0.5 1.7
2.6 -0.6 0.1
-2.0 -2.2 3.6
0.6 0.0 -2.5
-1.7 1.9 1.5
1.8 0.1 -0.4
-0.1 -2.1 -2.5
0.7 0.0 -0.2
1.0 0.6 1.6
0.0 0.2 -0.9
-1.9 2.5 1.7
-0.3 1.4 -0.7
-0.7 -0.7 1.7
-0.5 0.1 -1.3
-2.1 0.4 -0.7
-0.7 0.0 -1.1
-0.3 0.1 -0.7
-0.4 0.3 0.9
0.4 -1.2 -1.0
-0.7 -1.5 1.3
1.2 -1.0 -1.3
-0.4 0.2 1.1
0.4 1.0 -0.3
-0.4 0.2 2.0
-0.3 1.8 0.6

Mulliken population analysis, charges in e, atoms 1 to 6: number 1, C, carries -0.92; number 2, N, carries 0.15; number 3, C, carries -0.72; number 4, C, carries -0.67; number 5, C, carries 0.18; number 6, C, carries -0.01

Record 4
C7H14N2O | the ωB97M-V functional and the def2-TZVPD basis

Values from the calculation:
- DFT total energy: -459.76661 Ha
- Total charge: 0
- Largest force on an atom: 0.1145 Eh/bohr
- ΔE to the lowest compared entry with this formula, charge and spin: 70.4 kcal/mol

Element x y z (Å)
C -0.447010 0.178513 0.576870
C 0.303636 0.626797 -1.712875
C -0.121027 0.035992 2.046281
C -1.902274 -1.918451 -0.735199
N 0.523079 0.629468 -0.272369
C 0.738679 2.370667 0.348768
C -0.573989 -1.637103 -0.122367
N 1.979784 2.737213 -0.034930
C 0.419762 -2.504939 0.023514
O -0.021623 3.121705 0.919657
H -1.445546 0.594218 0.397693
H 2.630560 1.999724 -0.252777
H 2.330466 3.626790 0.304883
H 0.879614 1.430525 -2.176777
H 0.686327 -0.304808 -2.133100
H -0.754906 0.766243 -1.957305
H -0.728098 -0.757594 2.492263
H -0.340209 0.963832 2.581172
H 0.933035 -0.207114 2.194159
H -2.060739 -1.310275 -1.630982
H -2.006678 -2.974058 -1.022759
H -2.710841 -1.692829 -0.032815
H 0.309535 -3.557076 -0.246355
H 1.378464 -2.217441 0.445350

Atomic forces in eV per Å
-1.7 -5.4 -1.2
-0.2 0.4 0.3
0.0 0.3 0.0
-0.2 -0.3 0.1
2.7 5.1 1.3
-0.1 -0.7 -1.1
-0.2 2.4 1.4
0.2 -0.4 0.1
-0.2 0.4 0.1
0.2 -2.0 -0.7
-0.2 -0.1 0.0
0.0 0.1 0.0
-0.1 -0.3 -0.1
-0.1 0.0 0.1
-0.2 -0.1 0.1
0.0 -0.1 -0.2
0.1 0.1 -0.1
0.1 0.0 0.0
0.0 -0.1 -0.1
0.0 0.0 0.1
0.1 0.2 0.0
0.0 0.1 -0.1
0.0 0.3 -0.2
-0.1 0.0 0.1

Mulliken population analysis, charges in e, atoms 1 to 6: number 1, C, carries 0.23; number 2, C, carries -1.07; number 3, C, carries -1.57; number 4, C, carries -1.25; number 5, N, carries -0.12; number 6, C, carries 0.47

Number 1: HOMO -0.3025 Eh, orbital gap 6.5 eV. Number 2: HOMO -0.1006 Eh, orbital gap 7.0 eV. Number 3: HOMO -0.4527 Eh, orbital gap 9.6 eV. Number 4: HOMO -0.3056 Eh, orbital gap 9.2 eV.